Below is a structure of composition C64H59AuF6N5P2S4Sb, with properties calculated with ωB97M-V with the def2-TZVPD basis set.

Each line ends with the Löwdin charge.
Element x y z (Å)
Au (-0.291, -0.323, -0.009)  0.9419
N (-0.028, -1.154, 1.855)  -0.4159
S (0.439, -0.680, 3.178)  0.7966
N (1.896, 0.029, 3.342)  -0.3445
S (3.229, -0.595, 2.846)  0.9118
N (3.392, -1.012, 1.360)  -0.3602
S (3.032, -0.091, 0.064)  0.7881
N (1.663, -0.038, -0.450)  -0.4180
C (3.717, 1.521, 0.349)  -0.3134
C (2.801, 2.541, 0.547)  -0.0692
C (3.270, 3.829, 0.767)  -0.0360
C (4.635, 4.072, 0.777)  -0.0420
C (5.542, 3.036, 0.571)  -0.0512
C (5.090, 1.746, 0.352)  -0.0604
C (4.129, -0.839, -1.112)  -0.3166
C (5.228, -1.597, -0.732)  -0.0700
C (6.055, -2.114, -1.718)  -0.0467
C (5.784, -1.867, -3.056)  -0.0458
C (4.680, -1.107, -3.422)  -0.0521
C (3.842, -0.590, -2.448)  -0.0646
C (3.672, -2.079, 3.697)  -0.3269
C (3.640, -3.301, 3.044)  -0.0562
C (3.986, -4.437, 3.759)  -0.0445
C (4.359, -4.337, 5.092)  -0.0349
C (4.383, -3.101, 5.730)  -0.0366
C (4.034, -1.958, 5.034)  -0.0571
C (4.446, 0.571, 3.370)  -0.3323
C (4.090, 1.820, 3.849)  -0.0433
C (5.100, 2.682, 4.252)  -0.0353
C (6.427, 2.286, 4.179)  -0.0339
C (6.765, 1.027, 3.690)  -0.0380
C (5.773, 0.158, 3.278)  -0.0664
C (-0.529, 0.486, 4.111)  -0.3386
C (-0.037, 1.701, 4.562)  -0.0727
C (-0.871, 2.524, 5.299)  -0.0423
C (-2.175, 2.135, 5.574)  -0.0405
C (-2.656, 0.919, 5.110)  -0.0496
C (-1.830, 0.085, 4.375)  -0.0712
C (0.419, -2.088, 4.274)  -0.3261
C (0.623, -1.887, 5.633)  -0.0591
C (0.561, -2.977, 6.484)  -0.0438
C (0.296, -4.244, 5.975)  -0.0460
C (0.091, -4.426, 4.615)  -0.0544
C (0.150, -3.341, 3.751)  -0.0707
H (1.742, 2.337, 0.504)  0.0555
H (2.559, 4.632, 0.914)  0.1136
H (5.002, 5.078, 0.934)  0.1191
H (6.605, 3.238, 0.566)  0.1197
H (5.792, 0.943, 0.168)  0.1161
H (5.427, -1.788, 0.313)  0.1002
H (6.914, -2.709, -1.439)  0.1184
H (6.438, -2.268, -3.819)  0.1186
H (4.475, -0.914, -4.466)  0.1145
H (2.973, -0.001, -2.711)  0.0942
H (3.361, -3.355, 2.001)  0.1107
H (3.976, -5.402, 3.270)  0.1184
H (4.642, -5.226, 5.639)  0.1214
H (4.680, -3.028, 6.767)  0.1232
H (4.057, -0.989, 5.519)  0.1302
H (3.052, 2.111, 3.901)  0.0974
H (4.844, 3.662, 4.630)  0.1237
H (7.207, 2.960, 4.508)  0.1225
H (7.802, 0.723, 3.641)  0.1220
H (6.024, -0.830, 2.911)  0.1248
H (0.966, 2.011, 4.317)  0.0895
H (-0.506, 3.481, 5.645)  0.1234
H (-2.819, 2.786, 6.149)  0.1213
H (-3.671, 0.616, 5.329)  0.1071
H (-2.186, -0.879, 4.032)  0.0994
H (0.807, -0.894, 6.023)  0.1266
H (0.708, -2.838, 7.546)  0.1207
H (0.239, -5.090, 6.646)  0.1183
H (-0.123, -5.412, 4.226)  0.1136
H (-0.020, -3.448, 2.688)  0.0905
C (-5.597, -2.888, -6.687)  -0.2889
S (-5.310, -3.282, -4.984)  1.1981
C (-5.168, -1.693, -4.175)  -0.4052
C (-3.830, -1.606, -3.413)  -0.2162
C (-3.829, -0.326, -2.560)  -0.2120
N (-2.674, -0.221, -1.674)  -0.3844
P (-1.087, 0.258, -2.077)  0.9153
C (-0.488, -0.778, -3.418)  -0.3465
C (-0.628, -0.370, -4.746)  -0.0868
C (-0.237, -1.221, -5.770)  -0.0565
C (0.296, -2.469, -5.474)  -0.0488
C (0.451, -2.871, -4.153)  -0.0522
C (0.063, -2.026, -3.126)  -0.0914
C (-1.026, 1.930, -2.664)  -0.3746
C (-2.112, 2.798, -2.594)  -0.0990
C (-1.976, 4.095, -3.059)  -0.0425
C (-0.762, 4.523, -3.578)  -0.0293
C (0.324, 3.658, -3.641)  -0.0440
C (0.197, 2.359, -3.186)  -0.0963
P (-2.525, -0.815, -0.089)  0.9138
C (-2.730, -2.608, -0.109)  -0.3427
C (-4.019, -3.143, -0.203)  -0.1014
C (-4.196, -4.512, -0.317)  -0.0562
C (-3.092, -5.357, -0.327)  -0.0450
C (-1.812, -4.833, -0.215)  -0.0514
C (-1.630, -3.462, -0.105)  -0.1061
C (-3.824, -0.206, 0.965)  -0.3364
C (-4.063, -0.898, 2.156)  -0.1015
C (-5.066, -0.469, 3.007)  -0.0630
C (-5.832, 0.641, 2.672)  -0.0299
C (-5.599, 1.325, 1.486)  -0.0335
C (-4.591, 0.910, 0.633)  -0.0836
H (-5.648, -3.818, -7.247)  0.0686
H (-4.785, -2.251, -7.047)  0.0831
H (-6.542, -2.340, -6.763)  0.0892
H (-6.008, -1.656, -3.473)  0.1128
H (-5.290, -0.904, -4.916)  0.1077
H (-3.004, -1.586, -4.125)  0.1013
H (-3.698, -2.479, -2.772)  0.0984
H (-4.730, -0.290, -1.941)  0.1195
H (-3.855, 0.552, -3.209)  0.1255
H (-1.022, 0.611, -4.980)  0.1144
H (-0.330, -0.899, -6.799)  0.1170
H (0.614, -3.122, -6.277)  0.1183
H (0.893, -3.832, -3.925)  0.1168
H (0.214, -2.327, -2.096)  0.0761
H (-3.041, 2.487, -2.136)  0.0923
H (-2.810, 4.781, -2.992)  0.1224
H (-0.658, 5.541, -3.927)  0.1223
H (1.272, 4.003, -4.031)  0.1194
H (1.049, 1.690, -3.211)  0.1060
H (-4.886, -2.493, -0.156)  0.1152
H (-5.196, -4.924, -0.371)  0.1169
H (-3.233, -6.427, -0.403)  0.1197
H (-0.956, -5.493, -0.199)  0.1166
H (-0.629, -3.065, 0.019)  0.0664
H (-3.472, -1.769, 2.415)  0.1102
H (-5.253, -1.001, 3.930)  0.1210
H (-6.617, 0.973, 3.338)  0.1228
H (-6.192, 2.194, 1.235)  0.1222
H (-4.385, 1.468, -0.268)  0.0933
F (-0.168, 1.869, 1.685)  -0.3913
Sb (-1.124, 3.429, 1.105)  1.3811
F (-2.153, 2.160, 0.085)  -0.3874
F (-2.354, 3.234, 2.508)  -0.3205
F (0.024, 4.493, 2.142)  -0.3320
F (-2.074, 4.846, 0.341)  -0.3256
F (0.117, 3.463, -0.326)  -0.3272

Values from the calculation:
Spin multiplicity: 2
Net charge: +3
Relative energy (zero: lowest compared OMol25 entry of this formula, charge and spin): 0.0 kcal per mole
Gap between HOMO and LUMO (alpha / beta): 7.62 / 3.55 eV
LUMO energy (alpha / beta): -7.140 / -11.212 eV
HOMO level (alpha / beta): -14.757 / -14.757 eV
M: 1521.14 g mol⁻¹
Max |F|: 0.5 eV Å⁻¹
Energy: -163205.1062 eV